Molecular formula: C4H7NO2
Method: DFT, ωB97M-V with the def2-TZVPD basis set

Geometry as XYZ:
```
14
Properties=species:S:1:pos:R:3:nbo_charge:R:1
C -0.555 -1.090 0.118 -0.460
C -0.576 0.235 -0.632 -0.405
C -1.340 1.361 -0.079 0.439
O -1.805 1.375 1.044 -0.563
C 0.646 -0.201 0.192 0.452
O 0.939 0.401 1.401 -0.682
N 1.857 -0.313 -0.544 -0.823
H 0.146 0.363 1.953 0.489
H -1.214 -1.102 0.988 0.235
H -0.546 -2.009 -0.461 0.228
H -0.445 0.222 -1.711 0.224
H -1.412 2.252 -0.732 0.121
H 1.733 -0.657 -1.485 0.368
H 2.572 -0.834 -0.053 0.378
```

The LUMO energy comes out at 0.031 Ha. For the total energy, the calculation gives -9845.2787 eV. Its HOMO-LUMO gap is 9.91 eV. The spin multiplicity is 1. Its energy relative to the best compared isomer or geometry (same formula, charge and spin) is 193.1 kJ/mol. The molar mass is 101.10 g/mol.

---

Molecular formula: C47H56FeN6O2Si
Method: DFT, ωB97M-V with the def2-TZVPD basis set

Geometry as XYZ:
```
113
Properties=species:S:1:pos:R:3:mulliken_charge:R:1
Fe 0.741 -0.328 0.466 0.255
C 3.632 -3.761 2.300 -1.151
O 3.183 -2.777 1.391 -0.269
C 3.148 -3.114 0.073 0.476
C 3.429 -4.381 -0.423 -0.464
C 3.352 -4.623 -1.791 -0.751
C 3.008 -3.610 -2.668 -1.093
C 2.743 -2.339 -2.168 0.103
C 2.803 -2.090 -0.811 -0.914
N 2.510 -0.781 -0.308 2.256
N 3.386 0.035 -0.687 -1.091
C 3.368 1.348 -0.307 -0.294
C 2.544 1.870 0.717 0.804
O 1.608 1.215 1.289 0.278
C 2.801 3.220 1.161 -1.002
C 3.718 4.002 0.556 -0.998
C 4.512 3.523 -0.535 0.865
C 5.446 4.357 -1.177 -0.925
C 6.212 3.889 -2.212 -0.619
C 6.060 2.558 -2.629 -0.649
C 5.153 1.726 -2.020 -0.852
C 4.353 2.187 -0.954 0.546
H 4.621 -4.137 2.025 0.465
H 2.931 -4.599 2.359 0.383
H 3.689 -3.273 3.270 0.214
H 3.706 -5.185 0.245 0.431
H 3.569 -5.616 -2.165 0.410
H 2.954 -3.798 -3.732 0.418
H 2.479 -1.518 -2.823 0.544
H 2.189 3.585 1.978 0.480
H 3.866 5.024 0.888 0.365
H 5.546 5.382 -0.835 0.397
H 6.927 4.536 -2.704 0.392
H 6.662 2.181 -3.447 0.403
H 5.040 0.704 -2.352 0.444
C 0.318 0.725 -1.226 -0.472
Si -1.108 1.869 -1.142 -1.077
C -1.459 2.342 0.660 -0.718
N -1.503 1.220 1.617 1.327
C -0.983 1.599 2.935 -0.637
C -1.825 2.671 3.650 -0.816
C -3.314 2.514 3.305 -0.751
C -3.609 1.051 2.998 -1.118
C -2.831 0.605 1.748 0.344
C -0.750 3.514 -2.005 0.666
C -1.601 4.106 -2.939 -0.574
C -1.268 5.302 -3.565 -0.786
C -0.071 5.934 -3.263 -0.601
C 0.790 5.368 -2.332 -0.782
C 0.451 4.172 -1.715 -0.022
C -2.665 1.212 -2.011 1.241
C -3.969 1.571 -1.659 -0.472
C -5.065 1.178 -2.417 -0.772
C -4.882 0.421 -3.566 -0.638
C -3.597 0.059 -3.946 -0.444
C -2.509 0.450 -3.175 -0.365
H 1.170 1.383 -1.439 0.951
H 0.260 0.112 -2.142 0.318
H -2.347 2.991 0.723 0.294
H -0.621 2.988 0.945 0.546
H 0.053 1.910 2.812 -0.104
H -0.963 0.700 3.556 0.342
H -1.480 3.675 3.398 0.249
H -1.683 2.553 4.728 0.501
H -3.560 3.113 2.426 0.177
H -3.943 2.885 4.116 0.548
H -4.677 0.877 2.845 0.517
H -3.314 0.439 3.857 0.328
H -3.405 0.845 0.856 -0.012
H -2.738 -0.486 1.763 -0.558
H -2.540 3.624 -3.192 0.306
H -1.943 5.739 -4.291 0.398
H 0.192 6.864 -3.754 0.371
H 1.731 5.849 -2.093 0.480
H 1.146 3.743 -0.997 -0.016
H -4.139 2.199 -0.790 0.346
H -6.063 1.479 -2.119 0.413
H -5.734 0.122 -4.164 0.348
H -3.441 -0.520 -4.849 0.404
H -1.510 0.177 -3.500 0.319
C 0.255 -1.804 5.122 -0.715
C 1.398 -1.145 4.701 -0.994
C 1.520 -0.806 3.364 -0.741
N 0.585 -1.097 2.458 1.397
C -0.509 -1.740 2.866 -0.172
C -0.722 -2.104 4.185 -1.266
H 0.124 -2.076 6.162 0.436
H 2.186 -0.883 5.394 0.542
H 2.374 -0.259 2.987 0.376
H -1.241 -1.956 2.100 0.213
H -1.637 -2.609 4.463 0.535
C -3.721 -2.127 -0.854 -0.127
C -2.681 -2.921 -1.639 -1.147
N -1.761 -3.683 -0.800 0.474
C -2.096 -5.073 -0.524 -0.740
C -3.051 -5.274 0.649 -1.019
C -0.741 -3.048 -0.150 1.135
C 0.128 -3.872 0.752 -0.729
N -0.464 -1.794 -0.295 0.849
H -4.346 -1.548 -1.535 0.170
H -3.244 -1.422 -0.173 -0.212
H -4.363 -2.785 -0.268 0.410
H -2.107 -2.249 -2.282 0.500
H -3.167 -3.629 -2.312 0.348
H -1.178 -5.636 -0.364 0.357
H -2.544 -5.483 -1.431 0.439
H -2.694 -4.754 1.539 0.191
H -3.139 -6.335 0.887 0.410
H -4.048 -4.898 0.419 0.316
H 0.693 -4.597 0.166 0.500
H -0.457 -4.415 1.497 0.430
H 0.830 -3.212 1.255 -1.029
H -1.072 -1.324 -0.953 -0.987
```

The LUMO energy (spin up / spin down) comes out at 0.015 / 0.015 Ha. For the total energy, the calculation gives -104948.6373 eV. Its HOMO-LUMO gap (spin up / spin down) is 7.10 / 6.92 eV. The spin multiplicity is 1. The molar mass is 820.94 g/mol.

---

Molecular formula: C16H12AuCl5N4O2S2
Method: DFT, ωB97M-V with the def2-TZVPD basis set

Geometry as XYZ:
```
42
Properties=species:S:1:pos:R:3:nbo_charge:R:1
Au -1.361 -0.632 0.081 1.134
Cl -4.218 6.505 -0.295 0.051
C -3.742 4.851 -0.323 -0.123
C -2.478 4.472 0.108 -0.050
Cl -1.372 5.661 0.682 0.049
C -2.097 3.133 0.081 -0.174
Cl -0.539 2.661 0.636 0.018
C -2.953 2.126 -0.372 0.406
O -2.685 0.847 -0.453 -0.844
C -4.240 2.535 -0.789 -0.143
Cl -5.324 1.313 -1.334 0.049
C -4.624 3.866 -0.772 -0.061
Cl -6.198 4.311 -1.303 0.060
S -3.344 -1.650 0.335 0.142
C -2.860 -3.260 0.826 -0.292
C -3.948 -4.149 1.095 0.237
N -4.824 -4.858 1.321 -0.244
C -1.574 -3.638 0.934 -0.289
S -0.257 -2.531 0.616 -0.033
C -1.183 -4.961 1.309 0.242
N -0.846 -6.025 1.583 -0.257
C 1.677 -1.094 -2.477 -0.405
N 2.430 -0.899 -1.250 -0.418
C 3.851 -1.212 -1.323 -0.205
C 4.430 -1.378 0.064 -0.419
C 4.067 -0.166 0.895 -0.206
N 2.622 0.020 0.889 -0.418
C 2.054 0.780 1.991 -0.406
C 1.871 -0.262 -0.197 0.827
O 0.657 0.060 -0.222 -0.789
H 1.800 -2.124 -2.814 0.208
H 2.039 -0.421 -3.258 0.200
H 0.625 -0.903 -2.308 0.237
H 4.378 -0.423 -1.872 0.193
H 3.956 -2.133 -1.899 0.216
H 5.512 -1.490 0.008 0.232
H 4.019 -2.276 0.531 0.221
H 4.567 0.732 0.514 0.193
H 4.377 -0.299 1.931 0.217
H 2.463 0.399 2.925 0.207
H 0.976 0.669 2.005 0.238
H 2.296 1.843 1.906 0.202
```

The LUMO energy comes out at -0.079 Ha. For the total energy, the calculation gives -114816.3731 eV. Its HOMO-LUMO gap is 6.09 eV. The spin multiplicity is 1. Its energy relative to the best compared isomer or geometry (same formula, charge and spin) is 66.0 kJ/mol. The molar mass is 730.66 g/mol.

---

Molecular formula: H4N3O
Method: DFT, ωB97M-V with the def2-TZVPD basis set

Geometry as XYZ:
```
8
Properties=species:S:1:pos:R:3:nbo_charge:R:1
N 1.975 -0.022 1.680 -0.335
N 1.574 0.774 0.821 -0.306
N -1.678 -0.230 -0.426 -0.881
O -1.872 0.090 -1.806 -0.679
H -1.346 0.967 -1.847 0.411
H 1.495 -0.991 1.702 0.264
H 0.829 0.478 0.244 0.332
H -0.976 -1.066 -0.368 0.195
```

The LUMO energy comes out at 0.165 Ha. For the total energy, the calculation gives -6577.9557 eV. Its HOMO-LUMO gap is 5.67 eV. The spin multiplicity is 1. Its energy relative to the best compared isomer or geometry (same formula, charge and spin) is 348.6 kJ/mol. The molar mass is 62.05 g/mol. Its net charge is -1.